No. 1
Molecular formula: C29H76N12O13
Method: DFT, ωB97M-V with the def2-TZVPD basis set

```
130
Properties=species:S:1:pos:R:3
C -2.016 3.182 -0.575
C -1.243 4.119 0.208
O -1.017 5.278 -0.567
O -3.282 3.771 -0.845
H -2.280 2.302 0.012
H -1.421 2.871 -1.433
H -0.236 3.711 0.293
H -1.738 4.520 1.093
H -0.557 5.875 0.026
H -3.095 4.654 -1.173
C 0.371 -4.262 6.171
C -0.434 -3.875 7.342
O -0.238 -2.509 7.737
O -0.160 -5.518 5.760
H 1.409 -4.440 6.452
H 0.371 -3.524 5.369
H -0.075 -4.461 8.188
H -1.510 -3.780 7.193
H -0.315 -2.030 6.909
H 0.400 -5.881 5.071
C -4.573 -3.933 3.493
C -5.482 -3.335 2.427
O -6.335 -2.372 3.126
O -5.570 -4.540 4.429
H -3.938 -3.176 3.953
H -3.961 -4.714 3.042
H -6.101 -4.131 2.013
H -5.022 -2.717 1.657
H -6.571 -2.741 3.981
H -5.258 -5.302 4.923
C -3.701 0.509 2.938
O -2.928 -0.234 3.579
N -3.339 1.755 2.758
N -4.793 0.262 2.240
H -2.479 1.933 3.256
H -4.007 2.447 2.448
H -5.007 -0.702 2.030
H -5.093 1.065 1.705
C 0.994 -1.667 -4.237
O 1.997 -2.097 -4.678
N -0.084 -2.387 -4.010
N 0.790 -0.384 -4.079
H -0.711 -1.894 -3.390
H 0.084 -3.381 -4.060
H 0.000 -0.014 -3.569
H 1.631 0.020 -4.465
C 1.645 -6.475 -0.590
O 1.387 -7.148 0.396
N 2.373 -5.362 -0.631
N 1.158 -6.723 -1.794
H 2.857 -4.856 0.098
H 2.560 -5.013 -1.560
H 1.338 -6.076 -2.549
H 0.469 -7.438 -1.977
C 1.894 3.280 2.876
O 2.295 3.500 1.756
N 2.090 2.251 3.625
N 1.321 4.249 3.489
H 2.727 1.519 3.345
H 1.997 2.363 4.625
H 1.347 5.212 3.186
H 0.913 4.200 4.412
C -0.913 1.202 5.837
O -0.515 2.075 6.645
N -0.674 1.220 4.545
N -1.479 0.030 6.104
H -0.188 2.016 4.158
H -0.999 0.474 3.946
H -2.065 -0.279 5.342
H -1.715 -0.139 7.072
C -0.730 -3.656 -0.561
C -1.262 -2.519 0.297
C -1.076 -2.673 1.831
C 0.284 -2.363 2.377
C 0.619 -0.882 1.858
C 0.671 -0.783 0.303
N -0.688 -1.219 -0.198
O -0.945 -0.982 -1.510
C 0.870 0.771 0.055
C 1.873 -1.579 -0.232
C -2.778 -2.395 0.184
H 0.351 -3.552 -0.657
H -1.107 -3.459 -1.564
H -0.970 -4.619 -0.109
H -1.759 -2.075 2.435
H -1.190 -3.699 2.182
H 1.020 -3.137 2.160
H 0.319 -2.347 3.466
H 1.599 -0.627 2.260
H 0.046 -0.101 2.358
H 0.815 0.972 -1.015
H 0.018 1.255 0.534
H 1.792 1.240 0.399
H 2.100 -2.464 0.363
H 1.708 -1.705 -1.302
H 2.808 -1.023 -0.295
H -2.999 -2.318 -0.880
H -3.154 -1.526 0.725
H -3.294 -3.296 0.516
H -1.324 -0.100 -1.526
C 3.409 4.264 -7.348
C 2.183 3.585 -6.657
C 2.507 2.079 -6.602
C 3.619 1.759 -5.515
C 3.335 2.485 -4.175
C 2.892 3.986 -4.116
N 1.918 4.114 -5.249
O 1.396 5.320 -5.206
C 2.081 4.187 -2.701
C 4.223 4.858 -4.071
C 0.953 3.518 -7.596
H 4.408 3.852 -7.203
H 3.330 4.341 -8.432
H 3.702 5.248 -6.983
H 1.548 1.616 -6.371
H 2.905 1.806 -7.579
H 3.621 0.691 -5.298
H 4.660 1.974 -5.755
H 4.200 2.292 -3.541
H 2.548 1.997 -3.601
H 1.365 3.429 -2.384
H 1.621 5.173 -2.768
H 2.861 4.153 -1.940
H 4.799 4.719 -3.156
H 3.886 5.887 -3.943
H 5.053 4.693 -4.758
H 1.268 2.980 -8.491
H 0.055 3.125 -7.120
H 0.554 4.501 -7.845
H 2.180 5.871 -5.144
```

Summary:
Multiplicity   2
Orbital gap (alpha / beta)   6.961 / 2.722 eV
Net charge   +1
LUMO (alpha / beta)   -2.93 / -7.17 eV
HOMO level (alpha / beta)   -9.90 / -9.90 eV



No. 2
Molecular formula: C29H76N4O4PS2
Method: DFT, ωB97M-V with the def2-TZVPD basis set

```
116
Properties=species:S:1:pos:R:3
C -4.942 5.675 0.141
C -5.370 5.314 -1.293
C -4.183 5.043 -2.219
C -3.486 3.667 -2.038
C -4.284 2.592 -1.285
C -3.397 1.368 -0.998
C -4.073 0.317 -0.104
P -4.264 0.772 1.771
C -4.425 -1.087 2.315
C -5.718 -1.413 3.067
C -5.884 -0.801 4.468
S -4.397 -0.840 5.505
C -2.352 0.742 2.055
C -1.664 2.114 1.969
C -1.342 2.721 3.350
S 0.380 2.435 3.898
H -5.676 6.349 0.588
H -4.813 4.796 0.772
H -3.999 6.226 0.118
H -5.912 6.176 -1.697
H -6.078 4.486 -1.284
H -3.441 5.821 -2.007
H -4.454 5.185 -3.268
H -2.506 3.774 -1.566
H -3.281 3.262 -3.034
H -5.077 2.238 -1.954
H -4.719 2.966 -0.363
H -3.207 0.913 -1.975
H -2.419 1.671 -0.613
H -5.067 0.099 -0.520
H -3.501 -0.614 -0.213
H -4.229 2.213 1.459
H -5.741 0.821 1.612
H -4.425 1.162 3.212
H -4.397 -1.746 1.438
H -3.555 -1.367 2.916
H -5.814 -2.503 3.139
H -6.558 -1.067 2.454
H -6.637 -1.373 5.014
H -6.267 0.213 4.381
H -4.085 0.464 5.560
H -2.200 0.364 3.073
H -1.864 0.016 1.398
H -2.271 2.837 1.416
H -0.717 2.002 1.433
H -2.001 2.336 4.124
H -1.478 3.803 3.312
H 0.987 3.369 3.148
C 1.361 -4.259 4.452
C -0.126 -3.920 4.511
C -0.804 -3.847 3.133
O -0.539 -2.666 2.410
C 0.677 -2.632 1.697
N -0.306 -2.690 5.281
H 1.956 -3.400 4.139
H 1.717 -4.554 5.440
H 1.555 -5.082 3.760
H -0.624 -4.730 5.055
H -1.886 -3.847 3.287
H -0.557 -4.731 2.527
H 0.950 -3.618 1.305
H 1.490 -2.247 2.320
H 0.547 -1.948 0.858
H -1.302 -2.522 5.394
H 0.005 -1.918 4.694
C 6.565 -3.295 -1.090
C 5.294 -2.473 -1.283
C 4.258 -2.656 -0.166
O 3.528 -3.867 -0.232
C 4.168 -4.992 0.335
N 4.742 -2.749 -2.612
H 6.409 -4.345 -1.338
H 7.353 -2.924 -1.746
H 6.924 -3.231 -0.061
H 5.586 -1.418 -1.260
H 3.512 -1.863 -0.262
H 4.720 -2.544 0.824
H 4.767 -4.714 1.208
H 4.803 -5.506 -0.391
H 3.390 -5.685 0.654
H 3.964 -2.120 -2.790
H 4.317 -3.673 -2.584
C -1.170 -1.080 -5.106
C -2.658 -0.746 -5.155
C -3.236 -0.695 -6.577
O -2.903 0.468 -7.314
C -1.641 0.442 -7.947
N -2.890 0.485 -4.399
H -0.555 -0.222 -5.382
H -0.887 -1.364 -4.093
H -0.926 -1.909 -5.775
H -3.189 -1.551 -4.636
H -4.326 -0.685 -6.500
H -2.956 -1.592 -7.146
H -1.389 -0.564 -8.297
H -0.849 0.802 -7.286
H -1.692 1.108 -8.809
H -3.890 0.650 -4.319
H -2.545 1.264 -4.953
C 8.001 3.270 -0.147
C 8.489 1.941 -0.714
C 7.524 0.771 -0.476
O 7.527 0.257 0.841
C 6.712 0.954 1.768
N 9.835 1.668 -0.203
H 8.122 3.316 0.936
H 8.579 4.091 -0.570
H 6.948 3.439 -0.381
H 8.568 2.058 -1.799
H 7.838 -0.062 -1.111
H 6.501 1.038 -0.775
H 5.804 1.335 1.293
H 7.251 1.781 2.236
H 6.427 0.249 2.548
H 10.211 0.846 -0.667
H 9.747 1.392 0.771
```

Summary:
Orbital gap   5.325 eV
Net charge   -1
LUMO   1.98 eV
Relative energy (zero: lowest compared OMol25 entry of this formula, charge and spin)   0.0 kJ/mol
HOMO level   -3.34 eV